Entry 1:
Entry from OMol25: C14H32BeO18S4 as an isolated structure (ωB97M-V with the def2-TZVPD basis set).

## Properties
HOMO energy   1.4 eV
Relative energy (zero: lowest compared OMol25 entry of this formula, charge and spin)   396.0 kcal/mol
Total energy   -3513.73806 a.u.
Total charge   -2
Lowest unoccupied orbital energy   3.50 eV

Structure (XYZ):
```
69
Properties=species:S:1:pos:R:3:forces:R:3
Be -0.3018 0.5994 0.8598 -2.511 4.172 3.473
C 0.5095 1.8950 2.7289 -4.484 2.746 0.502
O 1.1198 1.9257 1.6665 3.837 1.552 -5.430
O -0.0089 2.9064 3.1711 0.647 3.861 3.222
O -0.0064 0.8074 2.9715 1.507 -4.737 2.971
C -2.2183 1.9887 1.0475 0.367 2.975 7.866
O -2.4895 2.9167 1.8083 -4.706 2.828 0.155
O -1.3334 2.1527 0.2572 0.913 2.041 -6.267
O -2.0790 0.8557 1.5650 -3.739 -2.971 -3.499
O -2.1128 0.1857 3.5730 -0.074 -5.610 1.410
S -1.7648 -0.9000 2.6285 -6.069 4.405 5.154
O -0.7984 -0.7621 1.6252 -1.822 -7.332 2.246
O -1.4377 -2.2366 3.5737 0.396 0.647 -1.678
C -0.5759 -3.2438 3.0297 1.128 0.057 0.975
C 0.3992 -3.5346 4.2073 -1.128 -0.764 -0.884
C -3.3611 -1.4172 1.8509 0.962 -0.522 0.698
H 0.0781 -2.9824 2.1978 -0.499 0.857 -0.220
H -1.1999 -4.0672 2.6824 0.058 -0.397 0.291
H 1.2153 -4.1905 3.9042 0.136 0.074 -0.091
H -0.2001 -4.0744 4.9404 0.281 0.279 0.551
H 0.7670 -2.5681 4.5519 -0.034 -0.206 0.134
H -3.2839 -2.4899 1.6734 -0.289 -0.205 0.197
H -3.3671 -0.9488 0.8666 -0.570 0.139 1.447
H -4.1581 -1.1684 2.5515 0.187 0.131 -0.151
O 0.8297 -0.4002 0.8486 14.021 -3.180 2.314
S 2.2476 -0.6245 0.9770 0.283 3.105 3.344
O 2.7052 -1.9483 1.3609 -0.378 0.122 -1.301
O 3.0381 -0.0882 -0.3690 -1.402 0.008 1.142
C 4.2306 -0.7326 -0.6608 1.152 -0.782 -2.136
C 4.9151 0.0630 -1.8073 1.245 -0.451 0.570
C 2.8795 0.5727 2.2038 1.566 -2.114 -0.489
H 3.9184 -1.7089 -1.0315 0.539 -0.370 -0.105
H 4.9559 -0.9245 0.1299 -0.436 0.488 0.580
H 4.5588 -0.2181 -2.7984 0.678 -0.453 0.573
H 5.9999 -0.0392 -1.7789 0.152 -0.373 0.175
H 4.7174 1.1324 -1.7338 0.418 -0.247 0.505
H 2.7000 1.5796 1.8270 -0.107 -0.009 0.226
H 3.9212 0.3262 2.4093 0.428 -0.507 -0.177
H 2.2859 0.2870 3.0722 -0.328 0.492 0.057
O 0.2826 1.3038 -0.4181 7.028 4.506 -8.072
S 0.1993 2.5828 -1.1520 -2.327 1.787 3.126
O 0.4437 3.8383 -0.4631 0.904 -1.413 -2.049
O 1.2529 2.5960 -2.4393 -0.130 -0.920 0.436
C 1.4719 1.4211 -3.2105 1.455 -0.251 -1.607
C 3.0309 1.1928 -3.2834 -2.372 0.589 1.345
C -1.4416 2.8014 -2.0385 1.583 -0.049 -0.040
H 1.1592 1.5664 -4.2446 -0.652 0.464 -0.066
H 0.9613 0.5218 -2.8660 0.006 0.169 0.568
H 3.4971 0.5445 -4.0252 -0.824 -0.088 -0.357
H 3.2110 0.7707 -2.2947 -0.574 0.829 -0.971
H 3.4883 2.1783 -3.3708 0.084 0.012 0.144
H -1.3404 3.5072 -2.8630 0.315 0.007 -0.068
H -1.9772 3.1679 -1.1628 -0.285 0.132 -0.657
H -1.7461 1.7988 -2.3387 0.029 0.914 -0.077
O -0.3579 -0.5365 -0.4332 -6.515 -4.713 -8.749
S -1.4856 -1.0813 -1.1340 -2.367 -0.112 -0.403
O -2.4563 -1.9059 -0.3931 2.127 0.614 -3.198
O -2.3521 0.2060 -1.9000 2.980 -2.825 -0.378
C -3.6963 -0.0097 -2.2053 -1.458 -0.797 2.239
C -4.3292 0.7506 -1.0714 -1.347 0.023 -0.071
C -0.9514 -1.8932 -2.7021 -0.272 0.016 0.824
H -3.9385 -1.0671 -2.0991 0.049 -0.323 0.312
H -4.1787 0.1757 -3.1650 1.278 1.018 -0.693
H -5.3882 0.7983 -1.3247 -0.395 0.318 0.672
H -3.8999 1.7370 -0.8958 -0.115 0.140 -0.580
H -4.1275 0.2608 -0.1188 -0.380 -0.092 -0.175
H -1.7287 -2.6317 -2.8982 -0.097 0.253 -0.271
H -0.0056 -2.4304 -2.6327 0.034 0.263 0.437
H -0.8918 -1.0905 -3.4370 -0.088 -0.223 0.028
```
Positions in Å, forces in eV/Å.

Atomic partial charges in e from the Mulliken method, atoms 1 to 2: atom 1 (Be): -0.742, atom 2 (C): 0.569

Entry 2:
Entry from OMol25: a 3-piece molecular cluster, C14H32FN2O4PS overall (ωB97M-V with the def2-TZVPD basis set).

## Properties
HOMO energy   -9.2 eV
Relative energy (zero: lowest compared OMol25 entry of this formula, charge and spin)   0.0 kcal/mol
Total energy   -1802.51295 a.u.
Total charge   0
Structure (SMILES)   CCCCCCCCPS(=O)(=O)F.CNC(C)=O.CNC(C)=O
Lowest unoccupied orbital energy   0.39 eV

Structure (XYZ):
```
55
Properties=species:S:1:pos:R:3:forces:R:3
C 5.9733 -0.7643 -2.8235 -0.057 -0.016 -0.030
C 6.0430 0.2519 -3.9775 0.020 -0.020 0.073
C 6.1559 1.7240 -3.5385 -0.050 -0.032 0.060
C 4.8223 2.4851 -3.5212 0.039 0.099 0.084
C 4.0183 2.3161 -2.2200 -0.024 -0.154 -0.061
C 2.4997 2.2184 -2.4135 0.011 0.064 0.009
C 1.7947 1.4152 -1.3044 0.003 0.035 -0.063
C 0.4372 2.0026 -0.8737 0.081 -0.117 0.167
P -0.9866 0.8459 -0.6723 0.078 0.057 0.012
S -1.6030 0.7865 -2.7254 -0.075 0.010 -0.024
O -1.7825 2.1248 -3.1852 -0.069 -0.109 -0.049
O -2.6119 -0.2098 -2.8794 0.060 0.083 -0.122
F -0.3458 0.2385 -3.5313 0.031 0.003 0.077
H 6.9362 -1.2490 -2.6601 0.018 0.052 0.050
H 5.6874 -0.2883 -1.8851 -0.014 -0.015 -0.004
H 5.2470 -1.5547 -3.0176 0.031 -0.008 -0.031
H 5.1650 0.1380 -4.6182 0.004 0.048 -0.002
H 6.9006 0.0073 -4.6068 -0.030 -0.032 -0.011
H 6.8573 2.2478 -4.1906 -0.043 -0.018 -0.048
H 6.5899 1.7575 -2.5333 0.097 0.074 -0.048
H 5.0229 3.5459 -3.6898 -0.078 0.010 0.000
H 4.2108 2.1557 -4.3661 0.054 -0.011 -0.039
H 4.2423 3.1499 -1.5493 0.023 -0.074 0.088
H 4.3593 1.4167 -1.7000 -0.030 -0.038 -0.081
H 2.0629 3.2191 -2.4659 0.071 0.027 -0.032
H 2.2980 1.7531 -3.3811 -0.086 -0.013 0.024
H 2.4494 1.3598 -0.4319 -0.056 0.029 0.032
H 1.6585 0.3856 -1.6425 0.078 0.017 -0.009
H 0.5165 2.4858 0.1034 0.046 0.086 -0.067
H 0.0981 2.7738 -1.5678 -0.073 0.008 0.014
H -0.2989 -0.3849 -0.7784 -0.063 -0.025 0.011
C -6.6431 -2.1661 0.2682 -0.006 -0.004 0.003
N -5.5297 -2.2317 1.1905 0.000 -0.008 0.010
C -4.2037 -2.1468 0.9071 0.044 0.018 -0.017
C -3.8043 -1.9595 -0.5354 -0.023 -0.024 0.047
O -3.3688 -2.2124 1.7978 -0.032 -0.008 -0.009
H -7.3011 -1.3282 0.5049 0.010 0.007 -0.004
H -7.2310 -3.0851 0.2945 0.010 -0.005 -0.008
H -6.2776 -2.0293 -0.7447 -0.011 0.000 -0.003
H -5.7296 -2.3575 2.1702 0.010 -0.002 0.000
H -2.7217 -1.9056 -0.5741 0.005 -0.009 -0.009
H -4.1376 -2.7911 -1.1574 -0.018 0.004 0.004
H -4.2203 -1.0422 -0.9498 0.008 0.006 -0.025
C -3.6175 -1.5451 5.0726 0.008 0.061 0.007
N -3.1713 -0.3324 5.7308 -0.023 0.017 -0.003
C -2.3929 -0.2066 6.8363 0.006 -0.032 0.002
C -1.9181 -1.4804 7.5014 0.004 0.019 0.010
O -2.0895 0.8922 7.2707 -0.002 0.006 -0.003
H -3.2744 -1.5905 4.0393 -0.007 -0.027 0.028
H -4.7094 -1.6043 5.0770 0.005 -0.027 0.021
H -3.2355 -2.4142 5.5997 -0.001 -0.009 -0.016
H -3.4494 0.5512 5.3340 0.023 0.003 -0.006
H -1.3147 -1.1986 8.3586 -0.002 0.000 -0.003
H -2.7593 -2.0883 7.8365 0.000 -0.003 -0.006
H -1.3174 -2.0819 6.8182 -0.004 -0.002 -0.001
```
Positions in Å, forces in eV/Å.

Atomic partial charges in e from the Mulliken method, atoms 1 to 2: atom 1 (C): -1.182, atom 2 (C): -0.379

Entry 3:
Entry from OMol25: a 2-piece molecular cluster, C14H32NO6S overall (ωB97M-V with the def2-TZVPD basis set).

## Properties
HOMO energy   -2.6 eV
Total energy   -1456.86732 a.u.
Total charge   -1
Lowest unoccupied orbital energy   2.36 eV

Structure (XYZ):
```
54
Properties=species:S:1:pos:R:3:forces:R:3
C -1.3163 -1.4494 1.8706 0.117 0.255 -0.212
C -0.7081 -0.8689 0.6031 -0.205 0.046 -0.016
O -1.6846 -0.8992 -0.4167 -0.133 -0.172 -0.154
C -1.1909 -0.4466 -1.6832 0.015 -0.149 0.203
C -1.3816 1.0518 -1.8321 -0.179 0.176 -0.043
O -0.6459 1.6427 -2.8648 -0.194 -0.298 -0.024
C 0.7849 1.5741 -2.6531 -0.125 0.080 -0.046
S 1.4503 0.4298 -3.9154 0.283 0.183 0.244
O 1.1929 2.9125 -2.9771 0.555 -0.117 -0.130
C 1.6044 3.6279 -1.8476 0.021 -0.263 -0.139
C 3.1301 3.6047 -1.5141 -0.189 -0.201 -0.049
N 3.9880 2.9779 -2.5052 0.243 0.257 -0.191
C 5.2512 3.6625 -2.7408 -0.051 -0.278 0.130
C 5.9046 3.4189 -4.1189 0.138 0.015 0.072
C 5.1490 2.4597 -4.9928 -0.147 -0.070 -0.085
O 7.2729 2.9943 -3.9377 -0.051 -0.184 -0.154
H -2.3928 -1.3229 1.8212 -0.171 -0.050 0.066
H -0.9563 -0.9155 2.7457 0.081 -0.058 0.181
H -1.0770 -2.5016 1.9702 -0.129 -0.211 0.104
H 0.1554 -1.4604 0.2930 0.219 0.048 -0.061
H -0.3762 0.1564 0.7717 0.137 0.125 -0.040
H -0.1418 -0.7050 -1.7948 0.181 0.009 -0.013
H -1.7590 -0.9741 -2.4451 -0.048 -0.121 -0.117
H -2.4348 1.2265 -2.0615 -0.130 0.135 -0.009
H -1.1847 1.5286 -0.8662 0.217 0.052 0.123
H 1.1935 1.0299 -5.1039 -0.144 0.090 -0.091
H 1.3086 4.6685 -1.9859 -0.134 0.154 -0.104
H 1.0694 3.2077 -0.9975 -0.061 0.196 0.283
H 3.2300 3.1370 -0.5322 0.166 -0.115 0.138
H 3.4769 4.6296 -1.3975 -0.073 0.201 0.068
H 4.1509 2.0104 -2.2643 -0.244 -0.064 -0.195
H 6.0198 3.3887 -2.0106 0.141 0.095 0.175
H 5.0728 4.7288 -2.6338 -0.048 0.148 0.047
H 5.9789 4.3679 -4.6497 0.047 0.156 0.026
H 5.6327 2.3744 -5.9641 0.067 -0.051 -0.100
H 5.0677 1.4798 -4.5310 0.043 -0.251 0.070
H 4.1271 2.7923 -5.1230 -0.223 0.074 -0.040
H 7.3096 2.0528 -4.1468 -0.008 0.157 0.089
C -4.7315 -1.9945 4.1325 0.046 0.020 -0.016
O -3.5905 -2.7850 4.4060 -0.044 -0.065 -0.007
C -3.5693 -3.3382 5.7070 0.092 0.107 -0.040
C -3.9724 -4.7950 5.7066 -0.074 -0.093 0.045
O -5.3236 -4.9766 5.3173 0.002 0.032 -0.011
C -5.4761 -5.3653 3.9642 -0.003 0.005 0.013
H -4.7366 -1.7961 3.0625 0.022 0.013 -0.003
H -5.6548 -2.5104 4.4083 -0.011 0.000 0.000
H -4.6802 -1.0384 4.6653 -0.025 -0.012 0.022
H -4.2223 -2.7707 6.3786 -0.019 -0.004 0.010
H -2.5443 -3.2579 6.0842 -0.016 -0.001 0.014
H -3.8642 -5.1954 6.7200 0.007 0.010 -0.013
H -3.3065 -5.3592 5.0460 0.017 -0.008 -0.011
H -5.1617 -6.4051 3.8189 0.028 0.015 -0.012
H -4.9035 -4.7216 3.2932 0.001 -0.005 -0.013
H -6.5340 -5.2830 3.7213 -0.010 -0.012 0.016
```
Positions in Å, forces in eV/Å.

Atomic partial charges in e from the Mulliken method, atoms 1 to 2: atom 1 (C): -0.958, atom 2 (C): -0.194

Entry 4:
Entry from OMol25: C14H33BF4GdN2O4Si3 as an isolated structure (ωB97M-V with the def2-TZVPD basis set).

## Properties
HOMO energy (spin up / spin down)   -5.8 / -5.7 eV
Relative energy (zero: lowest compared OMol25 entry of this formula, charge and spin)   4.4 kcal/mol
Total energy   -3022.78173 a.u.
2S+1   8
Total charge   -1
Lowest unoccupied orbital energy (spin up / spin down)   2.30 / 0.84 eV

Structure (XYZ):
```
62
Properties=species:S:1:pos:R:3:forces:R:3
Gd -0.8299 -1.4239 0.2200 -1.164 1.488 -0.558
N -2.4327 -0.0606 -1.4649 0.025 -0.150 -0.028
C -3.0014 -0.9215 -2.5134 0.010 0.102 0.053
C -2.1485 -2.1592 -2.7754 0.089 0.059 0.169
O -2.2543 -2.7195 -3.8689 -0.047 -0.102 0.005
N -1.3928 -2.5162 -1.7345 0.365 -0.224 -0.200
C -0.6199 -3.7452 -1.8815 -0.185 0.192 -0.071
C 0.6028 -3.8000 -0.9691 -0.035 0.077 -0.029
O 1.3565 -4.7479 -1.0347 0.139 -0.029 0.045
O 0.7569 -2.7820 -0.1512 0.740 -0.728 -0.372
H -3.1309 0.5605 -1.0750 0.012 -0.034 0.089
H -1.7170 0.5307 -1.8737 0.001 0.052 0.037
H -3.1447 -0.4062 -3.4640 -0.008 0.031 -0.045
H -3.9761 -1.2777 -2.1777 -0.045 0.000 0.005
H -0.2848 -3.8797 -2.9109 0.036 -0.021 -0.037
H -1.2320 -4.6162 -1.6328 0.002 -0.067 -0.026
C -2.8350 1.2957 2.1160 0.016 -0.069 -0.028
O -1.7620 0.8985 1.2850 -0.032 0.055 0.043
Si -0.4748 1.8987 0.8421 -0.157 -0.318 -0.001
C -1.2128 3.2200 -0.2711 0.050 0.018 -0.177
C -0.0507 2.8483 2.4050 0.100 0.003 0.074
C 0.6967 0.6914 0.1217 0.383 0.096 0.172
Si 1.8649 0.0126 1.4197 0.063 0.039 0.219
C 2.8924 1.3286 2.3075 -0.023 0.154 0.028
C 3.2060 -1.1922 0.9147 0.022 -0.077 -0.163
C 0.7858 -0.9113 2.6917 0.086 0.164 -0.110
Si 1.5065 1.1779 -1.4620 0.013 -0.139 -0.101
C 2.4361 2.8125 -1.2981 0.039 0.074 0.030
C 0.3176 1.3905 -2.9119 -0.098 0.006 -0.052
C 2.7333 -0.0988 -2.0863 0.041 -0.074 0.013
H -3.1323 2.3320 1.9229 0.004 -0.004 -0.015
H -2.5662 1.2015 3.1713 0.012 0.002 0.003
H -3.6846 0.6420 1.9238 -0.004 -0.011 0.008
H -2.0000 3.7423 0.2811 0.023 0.002 -0.006
H -1.6563 2.8167 -1.1833 -0.016 0.043 0.062
H -0.4674 3.9657 -0.5630 -0.064 -0.031 0.001
H -0.9448 3.3748 2.7522 0.013 0.004 -0.011
H 0.7246 3.5963 2.2173 -0.054 -0.016 0.026
H 0.2947 2.1955 3.2099 -0.053 0.061 -0.008
H 3.7061 1.6312 1.6393 -0.027 -0.013 0.049
H 3.3492 0.9046 3.2078 -0.005 -0.006 -0.050
H 2.3468 2.2265 2.5915 0.113 -0.063 0.019
H 4.0043 -0.6941 0.3610 0.003 -0.019 0.065
H 2.8312 -2.0286 0.3275 0.036 0.008 0.037
H 3.6437 -1.5944 1.8349 -0.027 0.036 0.003
H -0.0992 -0.3436 2.9932 -0.019 -0.054 0.020
H 1.3491 -1.1455 3.5974 0.031 -0.017 -0.035
H 0.4569 -1.8853 2.3049 0.139 -0.054 0.274
H 1.7645 3.6339 -1.0291 0.056 -0.024 -0.020
H 2.9378 3.0795 -2.2344 -0.018 -0.007 0.052
H 3.1960 2.7377 -0.5132 -0.034 0.021 -0.057
H -0.4799 2.1150 -2.7329 0.034 -0.025 -0.060
H -0.1282 0.4303 -3.1973 0.043 0.045 -0.009
H 0.8873 1.7433 -3.7774 -0.024 -0.014 0.018
H 3.7189 0.0234 -1.6327 -0.028 -0.030 -0.052
H 2.8481 -0.0041 -3.1702 0.000 0.015 0.033
H 2.3894 -1.1142 -1.8682 0.033 0.047 -0.043
F -3.6570 -3.6160 2.3041 0.106 0.045 -0.060
B -2.4142 -3.0500 2.2029 -0.080 -0.038 0.178
F -1.6683 -3.5629 1.0945 -0.154 -0.258 0.318
F -1.6671 -3.1306 3.3607 -0.118 -0.015 -0.112
F -2.5385 -1.6309 1.8371 -0.359 -0.206 0.389
```
Positions in Å, forces in eV/Å.

Atomic partial charges in e from the Mulliken method, atoms 1 to 2: atom 1 (Gd): 0.376, atom 2 (N): -0.035